# 1
C28H67O20P7 | ωB97M-V with the def2-TZVPD basis set

E_tot: -5000.73420 a.u.
SMILES string: CCP(C)#P(CC(C)C)c1ccccc1.COP(=O)(OC)OC.COP(=O)(OC)OC.COP(=O)(OC)OC.COP(=O)(OC)OC.COP(=O)(OC)OC
lowest unoccupied orbital energy: -2.8 eV
frontier orbital gap: 3.98 eV
HOMO energy: -6.78 eV

Each line ends with the Mulliken charge.
CARTESIAN COORDINATES (ANGSTROEM)
C 0.07484 -2.54118 -0.38143  -0.84
C 0.14763 -0.94726 -0.40374  -0.12
P 0.69798 -0.23978 -2.09686  0.10
C 2.25081 -1.15355 -2.65847  -0.93
P 1.09354 1.86686 -1.65618  0.21
C -0.23895 2.99743 -2.44296  -0.83
C -0.94034 2.41098 -3.77329  0.58
C -2.46551 2.96906 -3.75870  -1.40
C -0.30897 3.00420 -5.12869  -1.05
C 2.74373 2.43998 -2.47063  0.35
C 3.64048 3.34740 -1.56791  -0.54
C 4.97393 3.85791 -2.22223  -0.46
C 5.42319 3.49742 -3.68591  -0.44
C 4.52828 2.56970 -4.55264  -0.69
C 3.19863 2.06486 -3.90746  -0.27
H -0.69816 -2.98651 -1.07970  0.22
H 1.10963 -3.00597 -0.50644  0.24
H -0.25757 -2.82541 0.67888  0.15
H 0.92218 -0.66033 0.39214  -0.08
H -0.83601 -0.46683 -0.10923  0.38
H 3.20291 -0.62020 -2.33128  0.28
H 2.24756 -1.30885 -3.79095  0.27
H 2.25874 -2.21070 -2.21909  0.33
H -1.07848 3.16967 -1.68195  0.48
H 0.20797 4.02137 -2.65863  0.13
H -1.03557 1.28462 -3.80829  0.20
H -3.04907 2.58926 -2.86749  0.39
H -2.93082 2.71674 -4.76155  0.36
H -2.35669 4.11107 -3.74700  0.29
H 0.78729 2.75255 -5.24600  0.16
H -0.86698 2.51421 -5.99661  0.43
H -0.51708 4.11954 -5.16474  0.18
H 3.34158 3.60543 -0.51210  0.48
H 5.61338 4.53324 -1.57928  0.34
H 6.38471 3.90542 -4.13817  0.33
H 4.77457 2.26386 -5.62020  0.33
H 2.52325 1.41134 -4.53671  0.41
C 5.14508 2.70885 2.47223  -0.76
O 3.83488 3.28216 2.54614  -0.33
P 2.50079 2.23487 2.84801  1.25
O 1.57344 3.11808 2.03706  -0.68
O 2.45163 2.71281 4.42344  -0.34
C 3.58875 2.53512 5.25872  -0.67
O 1.23249 1.11384 3.14972  -0.33
C 1.66146 -0.19512 3.53635  -0.63
H 5.63814 3.07525 1.56900  0.20
H 5.73083 3.03414 3.33642  0.29
H 5.10997 1.61933 2.44534  0.39
H 4.17388 3.45772 5.28444  0.24
H 4.21589 1.70805 4.91772  0.34
H 3.24952 2.31309 6.27156  0.25
H 2.19819 -0.15679 4.48917  0.31
H 2.30944 -0.62136 2.76558  0.28
H 0.78366 -0.83207 3.64842  0.19
C -3.10220 -5.72503 5.33949  -0.85
O -2.34784 -4.74860 4.61317  -0.18
P -2.08965 -5.01258 2.93281  0.93
O -0.75112 -4.30049 2.97630  -0.60
O -3.25636 -3.91325 2.55481  -0.17
C -4.58409 -4.09060 3.02736  -0.62
O -1.90117 -5.39313 1.27026  -0.17
C -2.72246 -6.46507 0.79646  -0.71
H -2.55240 -5.99113 6.24505  0.22
H -4.06094 -5.29190 5.63774  0.32
H -3.27726 -6.62426 4.74806  0.37
H -4.72802 -3.51516 3.94523  0.26
H -4.81082 -5.14376 3.21083  0.39
H -5.27792 -3.71645 2.27267  0.04
H -3.77853 -6.19946 0.87856  0.30
H -2.52349 -7.37336 1.37330  0.36
H -2.48417 -6.65210 -0.24871  0.19
C 0.51779 -1.59603 9.43157  -0.75
O 1.37204 -1.20378 8.35135  -0.30
P 2.52846 -2.33783 7.76876  1.05
O 3.52057 -1.25722 7.38623  -0.66
O 1.58421 -2.68946 6.46795  -0.26
C 0.25000 -3.15097 6.65298  -0.68
O 3.60826 -3.60365 7.33413  -0.29
C 3.31293 -4.87336 7.91542  -0.67
H 0.53362 -0.81358 10.19305  0.23
H -0.50732 -1.69342 9.06391  0.28
H 0.83569 -2.53865 9.87826  0.35
H -0.44261 -2.30935 6.58007  0.26
H 0.12588 -3.65205 7.61704  0.36
H 0.01142 -3.86298 5.86065  0.25
H 2.34114 -5.23661 7.56729  0.26
H 3.30813 -4.79579 9.00609  0.30
H 4.08518 -5.58252 7.61699  0.25
C 2.44339 6.26802 -4.49217  -0.63
O 1.23233 6.94584 -4.81981  -0.33
P 1.27910 8.26012 -5.92926  1.07
O 0.11380 8.95670 -5.25634  -0.64
O 0.71495 7.28603 -7.13262  -0.33
C 1.43994 6.11254 -7.50366  -0.38
O 1.50104 9.54437 -7.05191  -0.27
C 2.78828 9.59080 -7.66610  -0.67
H 2.51971 6.18413 -3.40625  0.22
H 2.42422 5.25628 -4.90715  0.19
H 3.30539 6.81377 -4.87770  0.41
H 1.03368 5.24558 -6.97723  -0.08
H 2.50650 6.21241 -7.28701  0.35
H 1.31811 5.95433 -8.57674  0.29
H 2.95730 8.69311 -8.26893  0.27
H 3.56663 9.67354 -6.90255  0.29
H 2.83575 10.46726 -8.31270  0.25
C -8.12351 -5.65638 -2.32192  -0.78
O -7.00946 -5.83349 -1.43851  -0.33
P -5.51062 -5.09702 -1.85351  1.00
O -4.69311 -6.19017 -1.19450  -0.66
O -5.77442 -3.88954 -0.76417  -0.15
C -6.94711 -3.09084 -0.85402  -0.89
O -4.11111 -4.27457 -2.41749  -0.21
C -4.33588 -3.36882 -3.49947  -0.77
H -8.57405 -6.63139 -2.51780  0.24
H -8.87300 -5.02587 -1.83597  0.29
H -7.82348 -5.20290 -3.26697  0.36
H -7.71435 -3.48711 -0.18467  0.26
H -7.33202 -3.05105 -1.87588  0.44
H -6.70506 -2.07474 -0.53825  0.27
H -4.99875 -2.55644 -3.18671  0.31
H -4.77714 -3.89860 -4.34781  0.32
H -3.37863 -2.94785 -3.80719  0.26

# 2
C4H12ClIN2P | ωB97M-V with the def2-TZVPD basis set

net charge: +1
E_tot: -1368.08097 a.u.
SMILES string: CN(C)[P@](Cl)(I)=[N+](C)C
lowest unoccupied orbital energy: -5.5 eV
frontier orbital gap: 8.43 eV
HOMO energy: -13.89 eV

Each line ends with the Mulliken charge.
CARTESIAN COORDINATES (ANGSTROEM)
C -0.22225 -0.32030 -1.74707  -1.06
N -1.01567 -0.81392 -0.71759  0.22
C -1.43610 -2.16970 -0.78913  -1.11
P -0.89670 -0.20080 0.89308  0.22
Cl -0.73761 -1.89343 2.56967  -0.23
I -2.96754 0.82918 1.57776  0.21
N 0.28507 0.81372 0.96219  0.30
C 0.22968 1.87450 1.96026  -1.42
C 1.60359 0.39453 0.41440  -1.01
H -0.77842 -0.50955 -2.67339  0.40
H -0.12991 0.80361 -1.89812  0.29
H 0.74012 -0.85770 -1.79496  0.46
H -2.28832 -2.31333 -1.41941  0.37
H -0.69786 -2.83185 -1.18108  0.38
H -1.75725 -2.56675 0.10373  0.41
H 0.12472 1.39152 2.87975  0.53
H 1.16278 2.36423 2.01974  0.45
H -0.35369 2.69721 1.73068  0.42
H 2.12113 1.10975 -0.30102  0.34
H 2.26572 0.16071 1.28326  0.41
H 1.48574 -0.39799 -0.24802  0.40

# 3
C5H9NO3 | ωB97M-V with the def2-TZVPD basis set

E_tot: -476.20775 a.u.
SMILES string: C=[N+]([O-])OC/C=C(/C)O
lowest unoccupied orbital energy: 0.5 eV
frontier orbital gap: 9.02 eV
HOMO energy: -8.48 eV

Each line ends with the Mulliken charge.
CARTESIAN COORDINATES (ANGSTROEM)
C 0.01528 3.19605 0.15192  -0.49
N -0.51775 2.05671 0.21407  0.58
O -1.58590 1.64815 -0.24435  -0.67
O 0.17186 1.17812 1.22458  -0.28
C -0.48132 -0.01590 1.42100  -0.76
C 0.17537 -1.18098 0.70568  -0.37
C 0.20177 -1.18397 -0.64958  0.78
C 0.92330 -2.50041 -1.24973  -1.43
O -0.39896 -0.43787 -1.58804  -0.57
H -0.38886 4.02223 -0.33328  0.31
H 0.84974 3.37920 0.76642  0.29
H -0.58657 -0.21625 2.51996  0.35
H -1.45356 0.00552 1.04804  0.47
H 0.75764 -1.89415 1.27118  0.27
H 0.14029 -3.19286 -1.38279  0.33
H 1.66656 -3.04949 -0.66581  0.33
H 1.33071 -2.14536 -2.09833  0.45
H -0.81960 0.33126 -1.11094  0.41

# 4
C3H6Si | ωB97M-V with the def2-TZVPD basis set

E_tot: -407.23285 a.u.
lowest unoccupied orbital energy: 0.2 eV
frontier orbital gap: 8.45 eV
HOMO energy: -8.28 eV

Each line ends with the Mulliken charge.
CARTESIAN COORDINATES (ANGSTROEM)
C -1.50183 0.97514 -0.03453  -0.14
C -0.19874 1.03759 0.04849  -0.14
C -1.66158 -0.48981 0.00780  -0.73
Si 1.45786 0.23372 -0.00221  0.37
H -2.26697 1.73476 -0.04163  0.35
H -1.72224 -0.98367 0.96410  0.29
H -1.46618 -1.08081 -0.86960  0.33
H 1.65629 -0.33812 -1.33850  -0.10
H 1.60210 -0.77540 1.05082  -0.10
H 2.42684 1.30705 0.23306  -0.13

# 5
C20H44BrF9N4O5S | ωB97M-V with the def2-TZVPD basis set

E_tot: -5254.54090 a.u.
SMILES string: O=C(NCCC(F)(F)C(F)(F)S(F)(F)(F)(F)F)OCCCBr.COC[C@@H](C)N.COC[C@@H](C)N.COC[C@@H](C)N
lowest unoccupied orbital energy: 0.4 eV
frontier orbital gap: 8.97 eV
HOMO energy: -8.55 eV

Each line ends with the Mulliken charge.
CARTESIAN COORDINATES (ANGSTROEM)
O 3.06614 0.43500 -0.14303  -0.59
C 3.29846 -0.72031 -0.37942  0.11
N 2.29287 -1.69530 -0.51236  0.24
C 1.55295 -1.91572 0.75335  -0.16
C 0.35458 -2.83447 0.56115  -1.39
C -0.76533 -2.36932 -0.36403  0.97
F -1.50514 -3.49146 -0.64363  -0.37
F -0.31992 -1.91259 -1.54496  -0.13
C -1.79998 -1.37140 0.27739  0.73
F -3.01968 -1.65815 -0.18419  -0.30
F -1.81935 -1.54600 1.59638  -0.26
S -1.53000 0.47964 -0.09890  1.41
F -3.09478 0.77356 0.11061  -0.45
F -1.79822 0.22888 -1.62801  -0.32
F 0.02249 0.28600 -0.28287  -0.35
F -1.30494 0.80354 1.44244  -0.45
F -1.33567 2.02079 -0.40988  -0.36
O 4.53115 -1.24671 -0.52263  -0.38
C 5.54649 -0.38160 -1.07005  -0.62
C 6.12132 0.58535 -0.02677  -0.28
C 6.47083 1.97496 -0.53762  -0.79
Br 5.04273 2.85954 -1.51107  -0.18
H 2.76867 -2.56467 -0.74093  0.38
H 1.29828 -0.96044 1.20664  -0.41
H 2.21832 -2.41123 1.47079  0.63
H -0.06410 -3.11227 1.52476  0.42
H 0.70688 -3.75850 0.09458  0.44
H 6.32630 -1.07006 -1.39207  0.30
H 5.18335 0.14100 -1.95388  0.40
H 5.45190 0.63110 0.82984  0.15
H 7.06019 0.16266 0.34504  0.39
H 7.35441 1.97147 -1.17070  0.44
H 6.67893 2.61636 0.31509  0.40
C -8.21506 1.16790 2.75320  -0.67
O -7.10038 1.43852 1.92683  -0.37
C -6.19795 2.40957 2.42007  -0.70
C -5.15847 1.87313 3.41437  0.46
C -5.71794 1.61579 4.80995  -1.56
N -4.49833 0.65864 2.93101  -0.56
H -8.55611 2.06913 3.27193  0.31
H -7.99581 0.38957 3.48837  0.24
H -9.01941 0.81038 2.11070  0.26
H -5.66568 2.78235 1.54098  0.31
H -6.75145 3.25597 2.84892  0.45
H -4.39085 2.64805 3.50742  0.38
H -6.31523 0.70450 4.84367  0.29
H -4.90220 1.49195 5.52200  0.38
H -6.34046 2.44679 5.14822  0.37
H -4.04073 0.85912 2.04781  0.13
H -5.22618 -0.00767 2.68418  0.31
C -0.01829 -4.50107 -6.86801  -0.67
O 0.03218 -4.15020 -5.49906  -0.38
C 1.26306 -3.61741 -5.05270  -0.53
C 1.44406 -2.11377 -5.30470  0.51
C 1.76998 -1.76681 -6.75368  -1.56
N 0.28593 -1.32989 -4.87412  -0.65
H 0.94421 -4.88754 -7.21710  0.31
H -0.31561 -3.65520 -7.49256  0.24
H -0.76858 -5.28374 -6.97740  0.26
H 1.27348 -3.78247 -3.97142  0.22
H 2.09880 -4.19004 -5.47831  0.43
H 2.29603 -1.79977 -4.69268  0.30
H 0.88891 -1.83157 -7.39224  0.30
H 2.13892 -0.74352 -6.81785  0.37
H 2.53693 -2.43055 -7.15867  0.36
H 0.13397 -1.46617 -3.87904  0.19
H -0.54216 -1.72255 -5.31412  0.32
C 0.91986 1.60808 4.75149  -0.74
O 1.26627 0.99512 3.52596  -0.43
C 0.82897 1.67531 2.36246  1.40
C 1.74958 2.80970 1.89398  0.42
C 1.63970 4.08303 2.72679  -1.68
N 3.15032 2.39284 1.82956  -0.58
H -0.05893 2.09376 4.69209  0.31
H 1.66782 2.34131 5.06404  0.24
H 0.87444 0.82535 5.50876  0.28
H 0.80696 0.91702 1.57606  -1.27
H -0.20103 2.03175 2.49955  0.30
H 1.43654 3.05541 0.87449  0.43
H 2.14792 3.98374 3.68652  0.31
H 2.10733 4.91430 2.19952  0.40
H 0.59649 4.34515 2.91645  0.34
H 3.23199 1.61674 1.17646  0.29
H 3.39952 2.00147 2.73468  0.35